C5H13NO | ωB97M-V/def2-TZVPD

Geometry (Å):
1 C -0.20070 -1.41611 -1.06791
2 N 0.15528 -1.34757 0.35013
3 C -1.01586 -1.17974 1.21258
4 C -1.29423 0.32828 1.32207
5 C 0.11396 0.95424 1.21321
6 C 1.00941 -0.15744 0.61865
7 H -0.99653 -2.14393 -1.21074
8 H 0.67672 -1.79501 -1.59244
9 H -0.55587 -0.49134 -1.54089
10 H -1.86784 -1.73365 0.82228
11 H -0.79968 -1.63814 2.17903
12 H -1.73019 0.54935 2.29651
13 H -1.94240 0.64832 0.50857
14 H 0.48516 1.20077 2.20012
15 H 0.07396 1.81229 0.54678
16 H 1.44464 0.12831 -0.33530
17 H 1.78625 -0.47593 1.30658
18 O 1.24748 2.16252 -2.76605
19 H 2.07698 1.67410 -2.70693
20 H 1.33348 2.92066 -3.35624

Forces on atoms 1 to 3 (eV/Å):
0.0506 -0.4640 0.1134
-0.3506 0.5696 -0.2225
-0.0504 -0.1517 -0.0874

HOMO energy: -0.305 Eh
energy relative to the best compared isomer or geometry (same formula, charge and spin): 27.2 kcal/mol
SMILES: CN1CCCC1.O
LUMO level: 0.759 eV
gap between HOMO and LUMO: 9.069 eV

---

C2H2O3S | ωB97M-V/def2-TZVPD

Geometry (Å):
1 O -0.39018 -1.36589 -1.48317
2 C -0.21534 -0.76126 -0.47232
3 O -1.20287 -0.45243 0.46107
4 C 0.87536 0.35040 -0.39306
5 O 1.69356 0.57127 -1.20511
6 S 0.98915 1.74776 0.70430
7 H -1.99503 -1.00394 0.58675
8 H 0.24534 0.91408 1.80154

Forces on atoms 1 to 3 (eV/Å):
0.5463 -0.6752 0.8978
-2.5923 1.7486 -0.6238
1.3658 -0.2924 0.3524

HOMO energy: -0.365 Eh
energy relative to the best compared isomer or geometry (same formula, charge and spin): 47.3 kcal/mol
SMILES: O=C(O)C(=O)S
LUMO level: -0.508 eV
gap between HOMO and LUMO: 9.425 eV

---

C40H60F3GeN4O4P3SW | ωB97M-V/def2-TZVPD

Geometry (Å):
1 W -1.59480 -0.08067 -0.23941
2 C -1.55883 -0.24920 -5.69119
3 C -2.06024 -0.01428 -4.26643
4 C -2.12655 1.48627 -4.00700
5 P -1.23010 -0.91108 -2.73600
6 C 0.60457 -0.53264 -2.96336
7 N 1.50590 -0.84860 -1.84049
8 Ge 0.92813 -0.42707 -0.01832
9 N 1.18230 -1.44738 1.67944
10 C -0.02870 -1.85280 2.46838
11 P -1.43648 -0.58262 2.51157
12 C -0.79076 0.34039 4.12656
13 C 0.64847 0.90163 3.97027
14 C -1.74756 1.32955 4.84149
15 C -2.93535 -1.27569 3.46999
16 C -2.63571 -2.48164 4.35974
17 C -4.11521 -1.51236 2.53403
18 C 2.42202 -1.88219 2.07995
19 C 2.65284 -2.68375 3.22995
20 C 3.90474 -2.71170 3.87461
21 C 4.94679 -1.94575 3.37606
22 C 4.79763 -1.30799 2.12183
23 C 3.60822 -1.37614 1.42845
24 N 3.51566 -0.91034 0.08332
25 C 3.52585 -1.87295 -0.98234
26 C 4.35991 -2.98518 -0.93117
27 C 4.53683 -3.73066 -2.09067
28 C 3.86788 -3.38286 -3.26076
29 C 2.88959 -2.37444 -3.25171
30 C 2.62515 -1.66467 -2.06283
31 C 3.94791 0.44063 -0.21623
32 C 5.19418 0.68625 -0.83654
33 C 5.63666 1.97896 -0.97528
34 C 4.89706 3.05225 -0.47082
35 C 3.62123 2.82180 0.00929
36 C 3.06832 1.52203 0.07400
37 N 1.70604 1.29045 0.29186
38 C 0.85080 2.40104 0.65124
39 P -1.01665 2.28208 0.13806
40 C -1.11404 3.61330 -1.16997
41 C 0.09270 3.54696 -2.15069
42 C -1.25396 5.07388 -0.73027
43 C -1.79951 3.12712 1.66273
44 C -1.13785 4.39516 2.24893
45 C -3.30713 3.36357 1.51430
46 C -1.29946 -2.55419 -3.69126
47 C -0.30060 -3.54131 -3.08985
48 C -2.78917 -2.97804 -3.72814
49 H -1.88756 0.63745 -6.27849
50 H -1.98242 -1.15895 -6.16390
51 H -0.43812 -0.27632 -5.71864
52 H -3.07887 -0.45367 -4.18929
53 H -1.20497 1.99931 -4.34473
54 H -2.30988 1.71052 -2.94743
55 H -2.93972 1.93441 -4.60139
56 H 0.58979 0.54157 -3.11156
57 H 0.98683 -0.93759 -3.91580
58 H 0.23017 -2.11914 3.51929
59 H -0.58651 -2.69068 1.99176
60 H -0.71713 -0.51317 4.84012
61 H 0.66620 1.99948 4.12186
62 H 1.02883 0.61880 2.97707
63 H 1.30691 0.46657 4.74927
64 H -2.61991 1.64036 4.23849
65 H -1.21401 2.26927 5.09736
66 H -2.17726 0.86286 5.76728
67 H -3.16164 -0.43449 4.13499
68 H -2.37979 -3.36730 3.72411
69 H -3.54524 -2.75318 4.91828
70 H -1.85920 -2.33305 5.12529
71 H -4.27698 -2.57669 2.39292
72 H -3.99630 -1.03035 1.54037
73 H -5.03670 -1.08042 2.99731
74 H 1.85006 -3.30875 3.60402
75 H 4.00697 -3.29087 4.78791
76 H 5.84196 -1.84005 3.94630
77 H 5.64254 -0.80753 1.69601
78 H 4.87682 -3.19717 -0.00632
79 H 5.19054 -4.59892 -2.12198
80 H 4.12418 -3.93231 -4.15557
81 H 2.32053 -2.16567 -4.14655
82 H 5.74243 -0.15561 -1.18618
83 H 6.56187 2.20091 -1.47092
84 H 5.26294 4.06718 -0.55264
85 H 3.06268 3.67787 0.37894
86 H 1.21844 3.35924 0.23410
87 H 0.89099 2.50035 1.75953
88 H -2.06209 3.27305 -1.68065
89 H 0.98596 4.06669 -1.73599
90 H -0.21817 4.05227 -3.07989
91 H 0.34829 2.50844 -2.44692
92 H -0.36479 5.51445 -0.22066
93 H -2.13717 5.24242 -0.15635
94 H -1.38351 5.71795 -1.63552
95 H -1.66691 2.29769 2.39670
96 H -1.58817 5.31660 1.83645
97 H -0.06561 4.46255 2.04618
98 H -1.32029 4.39810 3.35485
99 H -3.50245 4.12971 0.76545
100 H -3.74494 3.68229 2.47163
101 H -3.81024 2.45745 1.18381
102 H -0.96215 -2.27924 -4.69586
103 H -0.71078 -4.56687 -3.17169
104 H -0.16368 -3.32895 -2.02127
105 H 0.68345 -3.56543 -3.60705
106 H -3.25859 -2.60919 -2.80493
107 H -2.88706 -4.05928 -3.67340
108 H -3.37428 -2.58000 -4.57520
109 O -2.56455 -4.37131 -0.96633
110 S -2.43509 -3.40641 0.16958
111 O -2.60919 -4.14186 1.40995
112 O -3.46730 -2.32223 -0.03233
113 O -0.98005 -2.84554 0.02300
114 F -4.89242 0.73425 0.14336
115 C -4.10396 0.84153 -0.98097
116 F -4.20299 2.18529 -1.33849
117 F -4.78944 0.19615 -1.95395

Forces on atoms 1 to 3 (eV/Å):
-3.8663 -3.6936 0.3343
0.7044 -0.0481 -0.1713
-0.5792 0.3167 1.5076

HOMO energy (alpha / beta): -0.381 / -0.375 Eh
spin multiplicity: 4
LUMO level (alpha / beta): -5.483 / -5.822 eV
charge: +1
gap between HOMO and LUMO (alpha / beta): 4.895 / 4.388 eV

---

C9H15N6 | ωB97M-V/def2-TZVPD

Geometry (Å):
1 C -2.39947 -2.52287 0.44969
2 C -0.80132 -0.50169 -0.08717
3 C -0.24089 -1.85923 0.00653
4 C -2.12287 -0.41323 0.27763
5 C 2.71787 -0.88325 0.41260
6 C -2.46440 1.62467 -1.15062
7 C -4.09106 1.05426 0.66470
8 C 4.38261 0.36602 1.33456
9 C 3.74629 0.74907 -1.15476
10 N -1.14339 -2.77096 0.36195
11 N -3.06386 -1.39036 0.27971
12 N 0.92539 -2.22411 -0.47581
13 N 2.07308 -1.57897 -0.54217
14 N -2.66934 0.97805 0.23328
15 N 3.57168 0.06645 0.15622
16 H -2.94286 -3.39410 0.79929
17 H -2.93956 2.70041 -0.99294
18 H -1.39414 1.64527 -1.34261
19 H -3.00747 1.09490 -1.99322
20 H -4.48507 0.07991 0.83593
21 H -4.18142 1.65356 1.70942
22 H -4.63992 1.66548 -0.15553
23 H 5.50453 0.03935 1.23591
24 H 4.31783 1.51476 1.61928
25 H 3.85718 -0.09023 2.18845
26 H 4.74915 1.13010 -1.23420
27 H 3.33214 0.06457 -2.00639
28 H 2.92844 1.60869 -0.98978
29 H 2.57974 -1.88548 -1.37477
30 H -2.09891 1.47898 0.93481

Forces on atoms 1 to 3 (eV/Å):
-1.3237 -1.5960 0.6262
0.2159 -1.3024 1.2878
-0.0965 2.7660 -0.4646

HOMO energy (alpha / beta): -0.430 / -0.412 Eh
energy relative to the best compared isomer or geometry (same formula, charge and spin): 177.0 kcal/mol
LUMO level (alpha / beta): -4.761 / -5.134 eV
charge: +1
gap between HOMO and LUMO (alpha / beta): 6.949 / 6.081 eV

---

C24H48O24 | ωB97M-V/def2-TZVPD

Geometry (Å):
1 C -1.59127 0.77913 -0.48444
2 O -0.53049 0.06425 0.13822
3 C 0.09671 -0.85629 -0.59979
4 O 0.26111 -0.78413 -1.79700
5 O 0.56606 -1.78439 0.21545
6 C 1.40500 -2.82767 -0.23530
7 H -2.20742 0.14017 -1.11600
8 H -1.17557 1.58222 -1.08664
9 H -2.23690 1.08618 0.32848
10 H 2.26997 -2.52122 -0.82809
11 H 0.82487 -3.41476 -0.96234
12 H 1.71106 -3.56963 0.49351
13 C -3.92044 6.28467 5.33958
14 O -4.24217 5.38048 4.31213
15 C -3.50820 4.25911 4.24886
16 O -2.44919 4.11494 4.78015
17 O -4.13125 3.41805 3.40778
18 C -3.44291 2.23596 3.05287
19 H -4.84326 6.80784 5.56752
20 H -3.07376 6.94897 5.16161
21 H -3.62020 5.76658 6.26055
22 H -4.10432 1.51867 2.57464
23 H -3.15800 1.64922 3.94226
24 H -2.49299 2.32892 2.52616
25 C 2.25887 -2.63055 -3.99401
26 O 1.02477 -3.31222 -4.21187
27 C 1.07607 -4.32986 -5.05582
28 O 2.05266 -4.81367 -5.52791
29 O -0.17379 -4.72648 -5.31167
30 C -0.28460 -5.98975 -5.95954
31 H 2.83375 -2.49410 -4.90403
32 H 2.88105 -3.20357 -3.29759
33 H 2.02257 -1.72289 -3.44977
34 H 0.40845 -6.72647 -5.55048
35 H -0.02801 -5.91654 -7.01742
36 H -1.30839 -6.30975 -5.80589
37 C 6.35154 -3.84354 -4.00243
38 O 5.88164 -3.51572 -2.69932
39 C 5.11104 -4.41226 -2.10365
40 O 4.78566 -5.44463 -2.58785
41 O 4.64028 -4.02360 -0.92773
42 C 5.16246 -2.92870 -0.18318
43 H 5.72548 -3.37622 -4.75727
44 H 6.31514 -4.91968 -4.17785
45 H 7.39868 -3.55852 -4.01239
46 H 4.89722 -1.96560 -0.61976
47 H 6.24214 -3.03868 -0.09204
48 H 4.72019 -2.96295 0.80795
49 C 1.81826 1.74833 -2.82758
50 O 3.17928 2.18185 -3.00489
51 C 4.19104 1.36101 -2.93088
52 O 4.12004 0.15718 -2.73695
53 O 5.29882 2.09129 -2.99351
54 C 6.55847 1.44635 -2.93222
55 H 1.51571 1.03649 -3.58791
56 H 1.25315 2.67464 -2.84342
57 H 1.75035 1.35012 -1.81430
58 H 6.50969 0.58276 -2.26470
59 H 7.26338 2.12586 -2.46060
60 H 6.88078 1.13843 -3.92154
61 C -0.98444 -1.36499 3.70672
62 O -1.88577 -0.79956 2.77292
63 C -2.70646 -1.61549 2.15999
64 O -2.96528 -2.72893 2.48676
65 O -3.24548 -0.94978 1.15387
66 C -4.20256 -1.50622 0.30038
67 H -0.21025 -1.89639 3.13864
68 H -1.44196 -2.11713 4.34872
69 H -0.49153 -0.59806 4.29135
70 H -5.20455 -1.52666 0.73558
71 H -3.98604 -2.54467 0.03644
72 H -4.27582 -0.95654 -0.63392
73 C 4.83359 4.26544 2.80513
74 O 3.62819 3.62058 3.25646
75 C 3.03027 2.81729 2.38666
76 O 3.33563 2.62368 1.23978
77 O 1.97301 2.28070 2.98361
78 C 0.97501 1.76185 2.13236
79 H 5.66623 3.61649 3.06402
80 H 4.89112 5.17454 3.39475
81 H 4.76537 4.49220 1.74731
82 H 0.06410 1.50011 2.65709
83 H 1.31266 0.83166 1.66137
84 H 0.81531 2.43448 1.28670
85 C -9.45297 1.79534 3.05588
86 O -8.28282 1.13963 2.57314
87 C -7.45092 1.93242 1.93335
88 O -7.47836 3.11924 1.93666
89 O -6.56104 1.15856 1.31419
90 C -5.67922 1.79431 0.40417
91 H -10.13712 2.08972 2.26762
92 H -9.12853 2.65183 3.65216
93 H -9.92303 1.13014 3.77505
94 H -6.22134 2.04500 -0.50996
95 H -4.77617 1.21773 0.25177
96 H -5.33913 2.77583 0.75316

Forces on atoms 1 to 3 (eV/Å):
-0.0294 -0.0288 -0.3305
-0.2652 -0.7063 0.3930
0.6589 0.4063 -1.0819

HOMO energy: -0.388 Eh
energy relative to the best compared isomer or geometry (same formula, charge and spin): 38.5 kcal/mol
SMILES: COC(=O)OC.COC(=O)OC.COC(=O)OC.COC(=O)OC.COC(=O)OC.COC(=O)OC.COC(=O)OC.COC(=O)OC
LUMO level: 0.483 eV
gap between HOMO and LUMO: 11.037 eV

---

C12H15F3O12 | ωB97M-V/def2-TZVPD

Geometry (Å):
1 O -4.61670 7.61129 4.83286
2 C -5.40823 7.96894 5.66589
3 O -6.72511 8.04792 5.33443
4 C -7.44154 8.45156 6.50311
5 C -6.38785 9.37623 7.17707
6 F -6.59325 9.42090 8.49901
7 O -5.18831 8.67255 6.81712
8 H -8.43651 8.79642 6.22166
9 H -7.60048 7.55209 7.09792
10 H -6.58253 10.37385 6.78343
11 O -1.28907 1.46511 3.35338
12 C -0.70541 0.80260 2.51358
13 O 0.49383 0.19907 2.67744
14 C 1.07314 -0.06062 1.37798
15 C -0.17857 -0.04489 0.56132
16 F -0.67091 -1.30878 0.54300
17 O -1.05917 0.73528 1.29233
18 H 1.76947 0.75283 1.17423
19 H 1.48187 -1.06957 1.32246
20 H -0.00998 0.37794 -0.42907
21 O 6.38809 0.32050 -1.92567
22 C 5.96258 0.61024 -3.02197
23 O 5.22120 -0.08896 -3.86103
24 C 4.81975 0.61320 -5.02555
25 C 6.00011 1.58778 -5.09839
26 F 5.66263 2.78606 -5.66217
27 O 6.22790 1.77794 -3.68418
28 H 4.77141 0.25843 -6.05506
29 H 3.90728 1.17738 -4.83268
30 H 6.79539 1.08774 -5.65117
31 C -0.86301 -9.84658 -3.48405
32 O 0.44583 -9.39863 -3.16971
33 C 0.61628 -8.18785 -2.65017
34 O -0.30219 -7.48369 -2.16875
35 O 1.92888 -7.89193 -2.75947
36 C 2.39895 -6.62652 -2.45156
37 H -1.54825 -9.72984 -2.64446
38 H -0.80649 -10.89541 -3.77537
39 H -1.23589 -9.24408 -4.31233
40 H 3.44383 -6.81307 -2.20356
41 H 1.91334 -6.18609 -1.58075
42 H 2.32768 -5.94732 -3.30109

Forces on atoms 1 to 3 (eV/Å):
-0.3377 -0.0970 2.2604
0.0950 1.4362 -3.0080
-0.2165 -0.4422 0.5362

HOMO energy: -0.399 Eh
energy relative to the best compared isomer or geometry (same formula, charge and spin): 38.0 kcal/mol
SMILES: O=C1OC[C@@H](F)O1.O=C1OC[C@@H](F)O1.O=C1OC[C@@H](F)O1.COC(=O)OC
LUMO level: 0.116 eV
gap between HOMO and LUMO: 10.978 eV

---

C5H14N2O | ωB97M-V/def2-TZVPD

Geometry (Å):
1 C -2.72915 -2.04392 0.15689
2 C -1.65971 -1.22102 0.88359
3 N -1.12953 -0.14909 0.06245
4 C 0.23390 -0.21754 -0.40875
5 C 0.91957 1.13902 -0.42273
6 N 0.39695 2.04272 0.59094
7 C 2.43406 1.01159 -0.32920
8 O 2.92452 0.14547 -1.35443
9 H -2.36861 -2.97650 -0.28290
10 H -3.59159 -2.35333 0.74464
11 H -3.11674 -1.42608 -0.64640
12 H -0.83254 -1.89653 1.11023
13 H -2.05325 -0.79973 1.81781
14 H -1.42993 0.77119 0.33077
15 H 0.23460 -0.62299 -1.41948
16 H 0.79575 -0.95848 0.17417
17 H 0.70109 1.62909 -1.36527
18 H 0.73997 2.99428 0.56005
19 H 0.41432 1.70476 1.55092
20 H 2.86655 2.00428 -0.47761
21 H 2.71743 0.60106 0.64339
22 H 3.53233 0.62177 -1.91910

Forces on atoms 1 to 3 (eV/Å):
-0.4857 -0.1689 -0.3022
0.1031 -0.1210 -0.2225
-0.3776 -0.0136 -0.0461

HOMO energy: -0.295 Eh
energy relative to the best compared isomer or geometry (same formula, charge and spin): 49.6 kcal/mol
SMILES: CCNC[C@@H](N)CO
LUMO level: 0.870 eV
gap between HOMO and LUMO: 8.898 eV

---

C6H16N2 | ωB97M-V/def2-TZVPD

Geometry (Å):
1 C -0.45749 -0.22389 0.73866
2 N -1.77115 0.17416 0.32989
3 C -2.04855 1.49293 -0.10917
4 C -2.23296 2.41089 1.12516
5 C 0.18972 -1.19652 -0.29894
6 N 1.60813 -1.13135 -0.09387
7 C 2.24425 -2.35277 -0.63158
8 C 2.19874 0.08301 -0.68518
9 H -0.62911 -0.85335 1.61496
10 H 0.19846 0.60713 0.98965
11 H -2.32311 -0.57482 -0.08198
12 H -2.94720 1.59068 -0.70377
13 H -1.21543 1.93991 -0.64771
14 H -3.04831 3.11084 1.16884
15 H -2.17771 1.91509 2.09940
16 H -1.35872 3.06473 1.23618
17 H -0.14317 -1.09999 -1.34669
18 H -0.10684 -2.21201 -0.04127
19 H 1.60503 -2.86561 -1.35685
20 H 2.25979 -3.10713 0.16453
21 H 3.21997 -2.11653 -1.03284
22 H 1.41574 0.81036 -0.85403
23 H 2.82712 0.55019 0.07355
24 H 2.69281 -0.01596 -1.65695

Forces on atoms 1 to 3 (eV/Å):
-0.7629 -0.4641 0.3469
0.9530 -0.1369 -1.3772
-0.9501 1.6125 0.7905

HOMO energy (alpha / beta): -0.463 / -0.459 Eh
energy relative to the best compared isomer or geometry (same formula, charge and spin): 34.2 kcal/mol
spin multiplicity: 2
LUMO level (alpha / beta): -2.913 / -7.458 eV
charge: +1
gap between HOMO and LUMO (alpha / beta): 9.688 / 5.035 eV